Record 1
The following is a DFT calculation (ωB97M-V/def2-TZVPD) of a 2-piece molecular cluster, F3H3S2Si2 overall.

Each line ends with the Mulliken charge.
Element x y z (Å)
1 F -1.70 1.74 -0.11  -0.23
2 F -1.97 -0.43 -1.35  -0.23
3 F -2.40 -0.32 1.08  -0.24
4 Si 0.85 -0.18 0.06  0.12
5 Si -1.38 0.20 -0.02  0.86
6 S 1.48 -2.04 0.91  -0.28
7 S 2.03 1.32 1.03  -0.27
8 H 1.32 0.09 -2.67  -0.02
9 H 0.39 -2.73 0.57  0.14
10 H 1.38 2.35 0.49  0.15

Properties
**LUMO level (spin up / spin down)**: -0.0522 / -0.0362 Eh
**Kohn-Sham gap (spin up / spin down)**: 8.7 / 7.2 eV

Record 2
The following is a DFT calculation (ωB97M-V/def2-TZVPD) of a 3-piece molecular cluster, C7H16O3 overall.

Each line ends with the Mulliken charge.
Element x y z (Å)
1 C -0.18 -0.68 0.24  1.47
2 C -1.08 0.44 1.99  -0.05
3 C -0.18 0.61 -0.31  -0.50
4 C 0.68 -0.12 -2.02  -0.54
5 C 1.10 -1.24 0.78  -1.77
6 C -1.23 -1.67 -0.16  -1.71
7 C 1.68 0.95 -2.38  -1.17
8 O -1.46 1.80 1.82  -0.60
9 O -0.27 0.33 3.14  -0.53
10 O -1.34 1.16 -0.77  -0.56
11 H 0.58 0.73 2.93  0.32
12 H -1.88 2.16 2.62  0.33
13 H -1.52 1.94 -0.21  0.35
14 H -1.98 -0.15 2.23  0.27
15 H 0.60 1.29 0.04  0.63
16 H -0.21 -0.14 -2.64  0.36
17 H 1.11 -1.11 -1.97  0.33
18 H 0.89 -1.68 1.76  0.45
19 H 1.47 -2.06 0.17  0.46
20 H 1.87 -0.48 0.90  0.32
21 H -0.84 -2.37 -0.90  0.37
22 H -2.10 -1.17 -0.58  0.36
23 H -1.53 -2.25 0.72  0.46
24 H 2.15 0.76 -3.35  0.38
25 H 1.21 1.94 -2.42  0.29
26 H 2.49 1.00 -1.64  0.27

Properties
**LUMO level (spin up / spin down)**: 0.0247 / 0.0247 Eh
**Kohn-Sham gap (spin up / spin down)**: 7.4 / 7.4 eV

Record 3
The following is a DFT calculation (ωB97M-V/def2-TZVPD) of one molecule with the formula C4H10O.

Each line ends with the Mulliken charge.
Element x y z (Å)
1 C -1.48 -0.68 -1.04  -1.06
2 C -0.46 0.39 -0.67  -0.36
3 C 0.63 -0.24 0.22  0.30
4 C 1.84 0.66 0.42  -1.41
5 O 0.10 -0.56 1.50  -0.52
6 H -1.59 -1.40 -0.21  0.27
7 H -1.15 -1.25 -1.92  0.28
8 H -2.49 -0.30 -1.24  0.32
9 H 0.01 0.82 -1.56  0.30
10 H -0.93 1.21 -0.12  0.30
11 H 0.97 -1.17 -0.27  0.21
12 H 2.27 0.92 -0.55  0.37
13 H 1.55 1.59 0.94  0.33
14 H 2.60 0.16 1.02  0.35
15 H -0.63 -1.18 1.35  0.33

Properties
**LUMO level**: 0.0388 Eh
**Kohn-Sham gap**: 11.2 eV
**SMILES**: CC[C@@H](C)O

Record 4
The following is a DFT calculation (ωB97M-V/def2-TZVPD) of a 2-piece molecular cluster, C6H7N3O3 overall.

Each line ends with the Mulliken charge.
Element x y z (Å)
1 C 3.17 1.22 0.19  -0.19
2 C 4.10 0.27 0.15  -0.16
3 O 3.84 -1.05 -0.13  -0.36
4 C 2.50 -1.28 -0.36  -0.26
5 C 1.57 -0.32 -0.32  -0.17
6 O 1.83 1.00 -0.04  -0.36
7 H 3.39 2.26 0.41  0.34
8 H 5.16 0.47 0.34  0.33
9 H 2.27 -2.32 -0.60  0.33
10 H 0.54 -0.52 -0.50  0.54
11 N -4.40 0.51 -0.70  -0.52
12 C -3.23 0.00 -0.17  0.56
13 C -2.88 -0.17 1.20  -0.18
14 N -1.72 -0.75 1.26  -0.37
15 O -1.33 -0.95 -0.02  0.04
16 N -2.26 -0.47 -0.90  -0.46
17 H -4.79 1.30 -0.19  0.25
18 H -4.34 0.69 -1.70  0.28
19 H -3.43 0.09 2.10  0.37

Properties
**LUMO level**: 0.0256 Eh
**Kohn-Sham gap**: 8.1 eV
**SMILES**: C1=COC=CO1.Nc1cnon1

Looking at max |F| for the records above, in order, we have 1.8, 5.8, 0.5, 1.2 eV Å⁻¹.